C4H8O2 | ωB97M-V/def2-TZVPD

Results
Total charge ... 0
E_HOMO ... -9.871 eV
F_max ... 1.142 eV Å⁻¹
Spin multiplicity ... 1
Orbital gap ... 0.3985 Ha
ΔE to the lowest compared entry with this formula, charge and spin ... 156.0 kJ/mol
LUMO ... 0.036 Eh

```
14
Properties=species:S:1:pos:R:3:forces:R:3
O 1.64791 1.10792 0.81866 0.1836 0.0952 -0.0175
C 0.73873 1.79118 0.42672 -0.8225 -0.1606 0.2455
C 0.28391 1.79848 -0.99835 0.7037 -0.3858 -0.8128
H 0.11981 2.35859 1.14497 0.1664 0.2202 0.0440
H -0.78248 1.64224 -1.15522 -0.0692 -0.0659 0.3877
H 0.53399 2.71090 -1.54412 0.0506 0.2169 0.3279
H 0.86279 1.00128 -1.47569 -0.2572 0.0353 -0.1632
O -1.58869 -0.92369 1.54028 -0.3810 -0.0954 -0.0232
C -0.58603 -1.48032 1.18399 0.9579 0.4033 0.2953
C -0.38908 -2.06299 -0.17448 -0.7533 0.1433 -0.3846
H 0.30970 -1.46522 1.83416 -0.0635 -0.1480 0.1403
H -0.31368 -1.19899 -0.84171 0.1472 -0.1041 -0.1036
H 0.47284 -2.70434 -0.31185 0.1326 -0.0073 0.2248
H -1.30972 -2.57505 -0.44735 0.0046 -0.1472 -0.1607
```
Positions in Å, forces in eV/Å.